Entry 1:
DFT (ωB97M-V with the def2-TZVPD basis set) results for a molecular structure, C31H54ClNO3P2PtSSi2.

XYZ file:
```
96
Properties=species:S:1:pos:R:3:forces:R:3:lowdin_spin:R:1
Pt 0.146 1.010 -0.143 0.26 -0.67 0.54 0.968
C -1.396 0.090 1.304 -1.24 0.44 -0.46 0.100
C -1.897 1.281 0.598 -0.32 -0.71 0.23 0.082
C -2.685 0.771 -0.514 0.06 -0.05 0.42 0.146
Si -1.907 3.003 1.370 0.12 -0.33 -0.14 0.008
C -2.677 -0.625 -0.461 -0.29 0.22 -0.33 0.135
C -1.919 -1.077 0.653 0.44 -0.12 0.21 0.201
Si -1.881 -2.832 1.332 0.24 0.85 0.31 0.027
H -0.968 0.152 2.301 0.11 -0.24 -0.33 0.002
H -3.287 1.405 -1.159 0.24 -0.25 -0.10 0.004
H -3.210 -1.291 -1.145 0.10 0.28 0.18 0.003
Cl 1.665 -1.167 -4.381 0.38 -0.43 -0.24 0.004
C -1.450 -2.826 3.150 0.01 -0.02 0.02 0.002
C -3.572 -3.592 1.083 -0.08 -0.08 0.03 0.004
C -1.723 2.811 3.210 -0.06 0.15 0.21 0.001
C -3.527 3.843 0.943 -0.11 0.09 0.16 0.000
H -4.355 -2.898 1.419 0.15 -0.19 -0.08 0.001
H -3.635 -4.507 1.688 -0.10 0.12 -0.18 0.001
H -3.767 -3.853 0.036 -0.06 0.03 0.16 0.000
H -0.465 -2.374 3.330 -0.22 -0.11 -0.11 0.000
H -1.432 -3.863 3.515 0.00 0.23 0.04 0.000
H -2.202 -2.268 3.726 0.14 -0.16 -0.10 0.001
H -4.368 3.204 1.245 0.15 0.16 -0.06 0.001
H -3.645 4.083 -0.121 0.02 -0.02 0.21 0.000
H -3.583 4.776 1.522 -0.11 -0.13 -0.21 0.000
H -2.199 1.886 3.562 0.01 0.25 -0.05 0.001
H -2.226 3.668 3.680 0.16 -0.21 0.11 0.000
H -0.667 2.798 3.513 -0.32 0.00 -0.10 0.000
C -0.605 -3.883 0.400 0.21 0.34 -0.04 0.053
C -0.451 4.007 0.653 0.02 0.32 -0.04 0.004
P -0.144 -3.091 -1.186 -0.04 -2.56 1.19 0.518
H -1.003 -4.896 0.209 0.25 0.35 -0.10 0.011
H 0.291 -3.937 1.042 -0.33 0.14 -0.31 0.000
P 0.182 3.140 -0.824 -0.67 0.58 0.18 0.120
H 0.329 4.086 1.427 -0.21 -0.15 -0.31 0.000
H -0.777 5.025 0.387 0.11 -0.21 0.05 0.000
C 1.768 3.854 -1.383 0.03 0.32 -0.35 0.026
C -1.153 3.622 -2.043 0.24 -0.06 0.26 0.028
C -1.371 -3.886 -2.360 -0.27 1.07 -0.07 0.072
C 1.520 -3.823 -1.608 0.41 1.00 -0.60 0.080
C 2.611 -2.811 -1.234 0.27 0.06 0.08 0.010
H 1.493 -3.914 -2.708 -0.03 0.06 0.25 0.002
C 1.833 -5.177 -0.984 -0.24 -0.23 0.18 0.024
H 1.948 -5.095 0.104 -0.02 -0.03 -0.26 0.001
H 2.790 -5.520 -1.397 -0.17 0.12 0.08 0.007
H 1.084 -5.943 -1.207 0.13 0.13 0.11 0.000
H 2.451 -1.847 -1.727 0.05 -0.14 0.12 0.002
H 3.590 -3.196 -1.549 -0.19 0.07 0.04 0.000
H 2.624 -2.645 -0.149 -0.04 0.02 -0.25 0.001
H -2.335 -3.810 -1.823 0.36 0.02 -0.12 0.000
C -1.099 -5.357 -2.671 0.10 -0.18 0.03 0.025
C -1.465 -3.049 -3.643 -0.19 -0.14 -0.15 0.007
H -1.097 -5.992 -1.776 0.04 0.17 -0.22 0.001
H -0.153 -5.494 -3.213 -0.23 0.04 0.17 0.001
H -1.905 -5.717 -3.325 0.15 0.10 0.12 0.006
H -1.643 -1.988 -3.424 0.01 -0.22 -0.05 0.003
H -2.306 -3.419 -4.243 0.19 0.13 0.03 0.000
H -0.554 -3.131 -4.251 -0.17 0.04 0.18 0.000
H -2.075 3.432 -1.465 0.34 0.02 -0.22 0.000
C -1.182 2.736 -3.283 -0.26 0.04 -0.23 0.005
C -1.130 5.108 -2.425 -0.15 0.01 -0.08 0.008
H -1.329 5.772 -1.575 0.07 -0.17 -0.17 0.000
H -1.919 5.271 -3.172 0.13 0.11 0.16 0.002
H -0.183 5.414 -2.885 -0.16 -0.09 0.08 0.001
H -1.337 1.678 -3.039 0.06 0.29 0.08 0.002
H -0.269 2.827 -3.886 -0.14 0.08 0.16 0.000
H -2.028 3.061 -3.908 0.23 -0.15 0.01 0.000
C 2.829 2.797 -1.689 0.23 -0.02 -0.09 0.016
C 2.349 4.875 -0.403 0.16 0.15 0.04 0.003
H 1.495 4.361 -2.324 0.17 -0.05 0.20 0.002
H 2.743 4.360 0.486 -0.19 0.19 -0.22 0.000
H 1.624 5.635 -0.095 0.14 -0.10 -0.07 0.000
H 3.189 5.378 -0.901 -0.14 -0.05 0.19 0.001
H 3.305 2.449 -0.764 -0.20 0.00 -0.24 0.002
H 3.598 3.263 -2.321 -0.08 -0.19 0.12 0.001
H 2.423 1.934 -2.225 0.20 0.26 0.14 0.007
C 0.764 0.168 -3.659 -0.24 0.20 -0.22 0.010
H -0.034 -0.272 -3.062 -0.07 0.22 -0.01 0.006
H 1.430 0.744 -3.018 -0.23 -0.18 -0.22 0.006
H 0.370 0.774 -4.486 0.10 -0.22 0.49 0.000
O 1.125 -1.668 1.334 -0.37 -0.69 -0.57 0.168
C 1.609 -0.664 1.913 1.39 -0.48 2.38 0.208
N 1.408 0.619 1.445 0.60 2.17 -0.73 0.215
S 2.274 1.816 2.266 0.24 -3.05 0.95 0.048
O 3.423 2.237 1.501 -0.22 0.67 -0.41 0.020
O 1.433 2.846 2.834 -0.11 0.48 -0.63 0.019
C 2.730 0.675 3.508 0.67 1.67 1.08 0.145
C 3.285 0.986 4.748 -0.23 -0.41 -0.19 0.000
C 3.437 -0.049 5.681 0.36 1.13 0.14 0.142
C 3.097 -1.370 5.345 -0.42 -0.52 -0.93 0.038
C 2.588 -1.663 4.083 0.46 -0.44 1.12 0.079
C 2.370 -0.620 3.170 -1.62 -0.99 -2.36 0.143
H 3.565 2.016 4.964 -0.06 -0.22 0.14 -0.003
H 3.834 0.182 6.668 -0.07 -0.09 -0.23 0.010
H 3.226 -2.151 6.094 -0.01 0.08 -0.27 0.000
H 2.344 -2.681 3.794 -0.05 0.08 0.10 0.004
```
Forces are in eV/Å.

- Multiplicity: 5
- ΔE to the lowest compared entry with this formula, charge and spin: 0.0000 eV
- DFT total energy: -3733.3780 Eh
- HOMO level (alpha / beta): -0.13391 / -0.28089 hartree
- Kohn-Sham gap (alpha / beta): 3.86 / 4.08 eV
- LUMO level (alpha / beta): 0.22 / -3.56 eV



Entry 2:
DFT (ωB97M-V with the def2-TZVPD basis set) results for a molecular structure, C31H54GaO6PS.

XYZ file:
```
94
Properties=species:S:1:pos:R:3:forces:R:3:mulliken_charge:R:1
Ga 0.330 0.193 0.015 -0.65 0.24 0.22 1.948
C 1.527 1.326 2.800 -0.14 -0.02 0.04 -0.940
O 0.770 0.239 2.246 0.40 0.09 0.18 0.315
C -0.259 -0.208 3.126 0.09 0.01 0.02 -0.613
C -1.081 -1.155 2.300 -0.15 -0.04 -0.01 -0.501
O -1.354 -0.545 1.020 0.12 -0.40 0.25 -0.443
C -2.472 0.359 0.936 -0.10 -0.09 -0.01 -0.201
C -2.027 1.775 1.242 -0.02 0.03 -0.03 -0.930
O -0.690 1.888 0.746 0.14 0.30 -0.01 0.585
C -0.289 3.246 0.454 -0.10 0.04 0.03 -0.851
H 2.095 0.985 3.665 0.00 -0.01 0.02 0.399
H 0.851 2.130 3.099 0.02 0.02 0.00 0.398
H 2.209 1.685 2.037 0.07 0.00 -0.08 0.085
H -0.834 0.651 3.479 -0.04 0.00 0.02 0.283
H 0.165 -0.718 3.994 0.06 0.01 -0.01 0.632
H -2.010 -1.434 2.794 -0.05 0.03 -0.06 0.535
H -0.518 -2.059 2.075 -0.01 -0.01 -0.03 0.065
H -3.263 0.029 1.607 0.01 -0.04 0.02 0.689
H -2.824 0.283 -0.089 0.02 -0.01 -0.06 -0.129
H -2.040 2.023 2.303 0.03 -0.01 0.04 0.364
H -2.678 2.477 0.716 0.03 0.02 -0.02 0.544
H -0.412 3.852 1.351 -0.01 -0.01 0.01 0.401
H -0.895 3.640 -0.360 0.00 -0.01 -0.01 0.282
H 0.754 3.234 0.154 0.02 -0.05 -0.01 0.080
C 5.808 -1.347 2.539 -0.01 0.01 -0.04 -0.736
C 5.388 0.097 2.284 -0.04 -0.03 -0.02 -1.078
C 4.597 0.198 0.969 0.00 -0.12 0.14 -0.822
C 3.745 -1.073 0.729 0.04 0.03 0.19 1.266
C 3.326 -1.698 2.070 0.17 0.02 -0.06 -0.004
C 4.575 -2.227 2.797 0.00 0.00 -0.03 -0.943
P 2.425 -0.815 -0.503 -0.05 -0.12 0.13 -2.988
C 1.857 -2.431 -1.156 0.14 -0.16 -0.02 0.574
C 0.796 -3.106 -0.260 0.00 0.00 -0.07 0.175
C 0.643 -4.569 -0.672 0.04 0.00 0.04 -1.283
C 1.912 -5.368 -0.339 0.01 0.02 0.00 -0.973
C 3.182 -4.508 -0.451 -0.06 0.00 -0.04 -0.218
C 3.026 -3.404 -1.493 -0.08 0.01 0.04 -1.155
C 3.050 0.163 -1.901 0.15 0.01 -0.05 0.593
C 4.262 -0.483 -2.614 0.00 0.11 -0.06 -0.654
C 4.923 0.540 -3.561 -0.04 0.00 0.03 -0.866
C 3.897 1.539 -4.089 0.02 -0.01 0.04 -0.762
C 3.342 2.404 -2.942 0.01 -0.02 0.00 -0.701
C 3.358 1.640 -1.607 -0.07 -0.04 -0.21 -0.433
H 6.498 -1.409 3.379 0.00 0.00 0.00 0.505
H 6.359 -1.713 1.666 0.01 0.00 0.02 0.317
H 6.254 0.754 2.231 0.00 0.02 0.01 0.545
H 4.780 0.451 3.123 0.02 0.00 -0.01 0.296
H 5.290 0.325 0.138 0.02 -0.03 0.00 0.390
H 3.968 1.090 0.979 -0.01 0.05 0.03 0.092
H 4.376 -1.809 0.216 -0.01 -0.01 -0.01 1.110
H 2.613 -2.509 1.945 -0.07 -0.05 -0.04 -0.015
H 2.834 -0.939 2.673 -0.01 0.04 0.03 -0.061
H 4.777 -3.252 2.477 0.01 0.00 0.01 0.236
H 4.363 -2.272 3.866 0.00 0.00 0.00 0.499
H 1.361 -2.143 -2.088 -0.02 -0.02 -0.03 0.642
H -0.157 -2.587 -0.372 0.02 -0.02 0.01 0.374
H 1.080 -3.064 0.795 0.06 -0.02 0.02 -0.525
H 0.434 -4.606 -1.744 0.00 0.00 0.00 0.399
H -0.220 -5.011 -0.174 -0.01 0.00 -0.02 0.461
H 1.985 -6.225 -1.008 -0.01 0.00 0.00 0.396
H 1.837 -5.772 0.672 0.01 -0.01 -0.01 0.366
H 4.034 -5.133 -0.719 0.01 0.00 0.02 0.664
H 3.431 -4.066 0.518 -0.03 0.02 0.04 -0.392
H 2.814 -3.855 -2.465 -0.01 0.00 0.00 0.635
H 3.969 -2.873 -1.616 0.00 -0.02 -0.02 0.397
H 2.205 0.138 -2.595 -0.02 0.01 -0.05 0.152
H 3.926 -1.348 -3.186 -0.02 0.00 -0.01 0.417
H 4.998 -0.838 -1.888 0.01 -0.02 -0.02 0.212
H 5.403 0.006 -4.380 0.01 0.00 0.00 0.511
H 5.716 1.078 -3.035 -0.01 0.00 -0.01 0.356
H 3.084 0.998 -4.583 0.01 0.00 0.00 0.285
H 4.346 2.176 -4.849 -0.01 0.00 -0.01 0.527
H 2.320 2.714 -3.170 0.00 0.00 -0.01 0.050
H 3.937 3.312 -2.834 -0.01 0.00 0.01 0.553
H 2.639 2.084 -0.915 -0.07 0.03 0.08 -0.631
H 4.340 1.721 -1.144 -0.03 0.02 -0.02 0.779
C -6.002 2.796 -3.592 0.06 -0.01 0.01 -1.482
C -4.655 2.209 -3.274 -0.05 0.04 -0.01 0.850
C -4.515 0.857 -2.967 -0.02 -0.02 -0.01 -0.821
C -3.271 0.305 -2.704 0.04 0.06 -0.06 -0.785
C -2.155 1.132 -2.743 -0.11 0.15 0.06 0.565
C -2.258 2.488 -3.055 -0.02 -0.15 0.02 -0.749
C -3.510 3.012 -3.312 -0.04 0.04 -0.02 -0.891
S -0.576 0.460 -2.462 0.27 -0.09 0.08 1.129
O -0.734 -0.675 -1.470 -0.10 0.16 -0.32 -0.477
O 0.067 0.109 -3.683 0.00 -0.02 0.05 -0.651
O 0.195 1.438 -1.602 0.16 0.02 -0.39 -0.329
H -6.807 2.105 -3.350 0.01 0.00 0.00 0.370
H -6.067 3.029 -4.657 0.01 -0.01 0.01 0.331
H -6.164 3.726 -3.047 0.01 -0.02 0.00 0.379
H -5.391 0.222 -2.949 0.01 0.01 0.00 0.391
H -3.168 -0.751 -2.487 0.00 0.01 0.01 0.580
H -1.376 3.113 -3.110 -0.01 -0.02 0.02 0.615
H -3.606 4.062 -3.562 0.00 -0.02 0.01 0.445
```
Forces are in eV/Å.

- Multiplicity: 1
- Net charge: +2
- ΔE to the lowest compared entry with this formula, charge and spin: 0.1615 eV
- DFT total energy: -4328.9210 Eh
- HOMO level: -0.52928 hartree
- Kohn-Sham gap: 9.24 eV
- LUMO level: -5.17 eV